C26H35CaGe2N2O2S2 | ωB97M-V/def2-TZVPD

Structure (ORCA input):
```
! wB97M-V def2-TZVPD RIJCOSX def2/J DEFGRID3
* xyz 1 1
Ca -0.0470 -0.5851 -1.5296
O -0.6659 -6.2883 -1.4860
C 0.6565 -6.0663 -1.4280
C 1.4825 -7.1883 -1.3354
C 2.8509 -7.0440 -1.2716
C 3.4370 -5.7777 -1.2997
C 2.6281 -4.6684 -1.3932
C 1.2335 -4.7830 -1.4586
C 0.4313 -3.5533 -1.5516
O 1.0406 -2.4099 -1.5791
N -0.8811 -3.6702 -1.5878
N -1.5199 -2.4350 -1.6810
C -2.7828 -2.4716 -1.4787
S -3.7085 -0.9871 -1.6498
C -5.0919 -1.5949 -0.6461
C -5.2881 -3.0525 -1.0273
S -3.6726 -3.8839 -0.9969
H -1.1165 -5.4196 -1.5570
H 1.0144 -8.1629 -1.3162
H 3.4746 -7.9257 -1.2001
H 4.5116 -5.6700 -1.2536
H 3.0555 -3.6757 -1.4227
H -5.9665 -0.9930 -0.8862
H -4.8528 -1.4870 0.4106
H -5.7198 -3.1434 -2.0228
H -5.9335 -3.5614 -0.3129
C -1.0249 -1.2043 2.6123
C -0.5060 -0.9156 1.1984
Ge 1.0144 0.3760 1.2532
C 2.6952 -0.4861 1.7515
C 2.7745 -0.8352 3.2390
C 0.4657 2.0066 2.1696
C 0.3475 3.0026 1.2659
Ge 0.8850 2.1958 -0.4496
C 2.5181 2.7618 -1.3796
C 2.5368 4.1711 -1.9728
C -0.6381 2.0869 -1.7628
C -1.3215 3.4273 -2.0584
C -0.0730 4.3900 1.5323
C -0.5900 4.7756 2.7717
C -0.9681 6.0862 3.0006
C -0.8399 7.0394 1.9966
C -0.3346 6.6710 0.7607
C 0.0410 5.3543 0.5341
H -1.8753 -1.8866 2.5832
H -1.3450 -0.2890 3.1113
H -0.2564 -1.6702 3.2274
H -1.3464 -0.4913 0.6233
H -0.2136 -1.8634 0.7313
H 3.5120 0.1823 1.4742
H 2.7963 -1.3814 1.1329
H 2.6585 0.0503 3.8660
H 3.7407 -1.2800 3.4779
H 2.0097 -1.5540 3.5330
H 0.2739 2.1381 3.2310
H 2.6866 2.0229 -2.1703
H 3.3464 2.6373 -0.6796
H 1.7027 4.3444 -2.6544
H 3.4538 4.3312 -2.5404
H 2.5006 4.9326 -1.1947
H -1.4271 1.4184 -1.3799
H -0.2695 1.6802 -2.7220
H -1.7201 3.8640 -1.1436
H -2.1460 3.2968 -2.7594
H -0.6262 4.1438 -2.4931
H -0.7053 4.0486 3.5648
H -1.3671 6.3695 3.9654
H -1.1362 8.0636 2.1794
H -0.2316 7.4052 -0.0274
H 0.4332 5.0812 -0.4381
*
```

Properties
HOMO = -10.153 eV
Energy above the lowest of the compared OMol25 structures with the same formula, charge and spin = 0.1 kcal per mole
Frontier orbital gap = 7.173 eV